[1]
Entry from OMol25: a structure of composition C10H22CoN2O8SSr2 (ωB97M-V/def2-TZVPD).

Geometry as XYZ:
```
46
Properties=species:S:1:pos:R:3:mulliken_spin:R:1
Sr 1.2375 -4.9966 0.2377 -0.0255
Sr 2.2498 -3.1037 -2.9496 -0.0183
Co 3.6946 -1.7961 0.7028 2.0418
O 2.2248 -0.3278 0.7394 0.1496
C 0.8338 -0.5278 0.6859 0.0433
C 0.1680 -1.5800 -0.3367 -0.0779
O 0.8577 -2.7048 -0.8748 -0.1069
H 0.3132 0.4144 0.5143 0.0067
H 0.6547 -0.7516 1.7375 0.0082
H -0.1205 -1.0159 -1.2236 -0.0129
H -0.8451 -1.8310 -0.0227 -0.0008
C 4.6726 2.4159 0.4153 -0.0037
C 4.5250 1.6800 -0.9323 -0.0014
O 4.4910 2.7572 -1.8179 -0.0017
S 3.6648 4.0390 -1.1729 -0.0012
O 2.2149 3.8535 -1.3006 -0.0001
O 4.1522 5.3426 -1.6356 0.0000
O 4.1638 3.7312 0.3218 -0.0003
H 5.7469 2.4918 0.5833 -0.0004
H 4.3140 1.8366 1.2661 0.0012
H 3.5601 1.1739 -0.9618 -0.0049
H 5.2742 0.9111 -1.1210 0.0044
C -1.1969 -3.8702 2.8654 -0.0011
O -0.4542 -4.3524 1.9824 0.0019
N -2.4386 -3.3409 2.6815 0.0002
C -3.0583 -2.6191 3.7938 0.0000
C -3.1833 -3.2340 1.4676 -0.0003
H -0.8741 -3.8956 3.9177 -0.0003
H -4.1456 -2.6878 3.8279 0.0000
H -2.9982 -1.5314 3.7557 -0.0001
H -2.7178 -2.9818 4.7637 0.0000
H -3.0370 -4.1094 0.8348 -0.0003
H -4.2586 -3.1664 1.6327 0.0000
H -2.8617 -2.3380 0.9365 0.0008
C -2.6859 0.7113 -2.4532 -0.1233
O -3.7951 0.3595 -2.9303 0.3628
N -2.2072 1.9973 -2.3578 0.6534
C -0.8529 2.3523 -1.8098 0.0152
C -3.2021 3.0836 -2.1795 0.0043
H -2.0446 -0.0355 -1.9600 -0.0341
H -0.1067 1.6081 -2.0880 0.0051
H -1.0284 2.5820 -0.7588 0.0274
H -0.4336 3.2493 -2.2653 0.0119
H -3.1230 3.8497 -2.9508 0.0404
H -4.2329 2.7693 -2.3429 0.0065
H -3.1113 3.5884 -1.2177 0.0305
```

Net charge: +4
Gap between HOMO and LUMO (alpha / beta) (eV): 3.93 / 4.41
HOMO (alpha / beta) (eV): -18.82 / -18.82
Multiplicity: 4

---

[2]
Entry from OMol25: a structure of composition C10H22F2N3O8P2S4 (ωB97M-V/def2-TZVPD).

Geometry as XYZ:
```
51
Properties=species:S:1:pos:R:3:mulliken_charge:R:1
C 2.5048 0.4488 2.0349 -1.4375
C 2.0577 -1.0371 1.9899 -0.7593
P 0.9432 -1.6412 0.6618 0.3051
C 1.6404 -1.1469 -0.9755 -0.5957
C 2.3806 0.1992 -1.1426 -1.5671
C -0.7931 -0.9910 0.9011 0.8672
P -1.2698 -1.1559 2.7460 -0.1327
N -0.6466 -2.6437 3.2556 -0.5041
O -0.2500 -0.0832 3.4650 -0.4937
C -0.9557 0.5210 0.6162 -1.8117
C -0.7932 0.9101 -0.8412 -0.5246
O -1.3007 -0.0828 -1.7828 -0.4877
S -2.5662 -0.8421 -1.2747 1.4345
O -2.9792 -1.7260 -2.3213 -0.7276
O -3.5310 0.0813 -0.7602 -0.6368
C -1.8646 -1.8539 0.0881 0.2124
S -3.3433 -2.3114 1.0881 -0.1357
C -1.3145 -3.1453 -0.5605 -1.0458
C -1.0661 -4.3311 0.3444 -0.3770
N 0.0023 -5.0072 0.3963 -0.7745
H 1.8040 1.1288 1.5569 0.4035
H 3.4457 0.5597 1.4951 0.3412
H 2.7122 0.7709 3.0562 0.2790
H 1.6453 -1.2996 2.9606 0.5476
H 2.9495 -1.6573 1.8815 0.5039
H 2.3106 -1.9554 -1.2689 0.7266
H 0.7974 -1.1672 -1.6666 0.4304
H 2.3013 0.5324 -2.1781 0.4127
H 1.9594 0.9941 -0.5348 0.2791
H 3.4306 0.0908 -0.8803 0.3487
H -1.3423 -3.3671 3.1550 0.3337
H 0.2403 -2.9361 2.8631 0.3402
H 0.3708 0.3211 2.8544 0.3114
H -0.1871 1.0783 1.1506 0.9195
H -1.9175 0.8634 1.0055 0.4335
H -1.3226 1.8423 -1.0237 0.5106
H 0.2319 1.0869 -1.1279 -0.1197
H -3.8065 -3.2067 0.1968 0.1889
H -2.1009 -3.4764 -1.2460 0.8042
H -0.4421 -2.9565 -1.1824 0.4056
H -1.8955 -4.6722 0.9569 0.4922
H 0.7189 -4.5841 -0.1927 0.3108
N 0.1138 5.2548 -3.0696 -0.4214
S 1.0786 4.4500 -2.1135 1.0912
O 0.4247 3.5514 -1.2088 -0.4502
O 2.2168 5.1591 -1.6287 -0.5999
F 1.6874 3.4723 -3.2140 -0.2834
S -0.7909 6.3469 -2.3770 1.0956
O -1.8191 6.7864 -3.2596 -0.6237
O -0.0886 7.3257 -1.6124 -0.5682
F -1.5809 5.5017 -1.2764 -0.2511
```

Net charge: -1
Gap between HOMO and LUMO (eV): 8.45
HOMO (eV): -6.37

---

[3]
Entry from OMol25: a structure of composition C10H22F2O8S2Tl (ωB97M-V/def2-TZVPD).

Geometry as XYZ:
```
45
Properties=species:S:1:pos:R:3:mulliken_charge:R:1
Tl -1.4595 1.2020 0.0482 1.4298
F -0.8946 0.4367 2.7541 -0.3457
F -3.3728 -0.8163 0.5435 -0.3893
O -0.8785 3.3644 1.8417 -0.4542
C -0.4012 4.3573 2.3440 0.3474
O -1.1218 5.2014 3.1146 -0.3130
C -0.4119 6.3819 3.4813 -0.3599
C 0.7873 6.3353 2.5537 -0.5576
C 0.9753 4.8875 2.1675 -0.3430
H -0.1330 6.4742 4.5316 0.2916
H -1.0133 7.2632 3.2622 0.2726
H 1.6932 6.8108 2.9246 0.3683
H 0.4959 6.8390 1.6286 0.2556
H 1.5256 4.3399 2.9425 0.2719
H 1.4463 4.7358 1.2018 0.3412
O 1.1836 -3.2035 1.6015 -0.5957
S -0.0919 -2.6914 1.2104 1.0431
O -0.1653 -1.3921 0.5335 -0.3406
O -0.7817 -3.8531 0.3426 -0.3508
C -1.8986 -3.4454 -0.4791 0.1683
C -2.3431 -4.7016 -1.2542 -1.4203
C -1.1287 -2.6367 2.6981 -0.9451
H -1.7626 -2.6277 -1.1846 0.1684
H -2.7302 -3.1908 0.1856 0.3495
H -3.1477 -4.3947 -1.9205 0.3933
H -2.6106 -5.4769 -0.5421 0.3711
H -1.5001 -4.9768 -1.8879 0.3089
H -1.1099 -3.6494 3.0919 0.3768
H -2.1288 -2.3190 2.4069 0.3192
H -0.6768 -1.8751 3.3278 0.3356
O 0.5478 0.6689 -4.5514 -0.5704
S 1.1095 0.2891 -3.2840 0.9655
O 0.4793 0.5374 -1.9967 -0.4878
O 1.3877 -1.3225 -3.4454 -0.3253
C 1.2714 -2.1674 -2.2863 0.3337
C 1.0662 -3.5918 -2.8168 -1.3998
C 2.8116 0.8652 -3.2006 -1.0007
H 0.3822 -1.8471 -1.7470 -0.0202
H 2.1620 -2.1703 -1.6567 0.2726
H 1.0119 -4.3378 -2.0257 0.3624
H 1.8557 -3.8627 -3.5162 0.4452
H 0.1214 -3.5858 -3.3630 0.3428
H 3.2663 0.5931 -2.2512 0.3295
H 2.7758 1.9556 -3.2582 0.3914
H 3.4064 0.5972 -4.0704 0.3639
```

Net charge: +1
Gap between HOMO and LUMO (eV): 3.72
HOMO (eV): -14.01

---

What is the formula in the first record? C10H22CoN2O8SSr2